The following is a DFT calculation (the ωB97M-V functional and the def2-TZVPD basis) of a 7-piece molecular cluster, C22H30O21 overall.

Summary:
LUMO level ... -0.03 eV
Multiplicity ... 1
Gap between HOMO and LUMO ... 0.3777 hartree
Molecular weight ... 630.46 g/mol
Largest force on an atom ... 0.1669 Eh/bohr
HOMO energy ... -10.31 eV
Calculated total energy ... -66293.266 eV

Element x y z (Å)
C: -1.29837 0.83975 -4.04089
C: -0.02153 1.56210 -4.79581
C: -0.28919 1.55317 -6.27430
O: 0.14014 2.82467 -6.61201
C: -0.01898 3.70393 -5.53725
O: 0.14032 4.98479 -5.51757
O: -0.16969 2.87342 -4.49618
H: -1.82847 1.34802 -3.23544
H: -1.08170 -0.17200 -3.69811
H: -2.21585 0.83075 -4.62933
H: 0.92916 1.15349 -4.45326
H: -1.31084 1.36469 -6.60416
H: 0.32792 0.75757 -6.69179
O: 1.66924 -0.44757 1.57175
C: 0.67521 -0.11205 1.01594
O: 0.22537 1.10013 0.80232
C: -1.06205 1.15689 0.28830
C: -1.16165 -0.23942 -0.26612
O: -0.16725 -0.96498 0.39276
H: -1.58560 1.45573 1.19642
H: -1.09282 1.81270 -0.58180
H: -0.80823 -0.19817 -1.29641
H: -2.14701 -0.62682 -0.00714
O: -1.85754 -6.80484 -2.02045
C: -2.28668 -5.67609 -2.07571
O: -2.48578 -4.90069 -1.05120
C: -2.48740 -3.58521 -1.53761
C: -3.10646 -3.78524 -2.91019
O: -2.56798 -5.02321 -3.21325
H: -3.11218 -2.92608 -0.93486
H: -1.55125 -3.02690 -1.53490
H: -2.85155 -2.87816 -3.45820
H: -4.19512 -3.77096 -2.85822
O: -1.26164 -2.38142 7.22088
C: -1.11577 -1.40443 6.42812
O: -1.00239 -0.13398 6.84785
C: -0.47396 0.71151 5.79703
C: 0.09089 -0.34067 4.81872
O: -0.67499 -1.50648 5.19229
H: -1.26363 1.21566 5.23994
H: 0.29210 1.43289 6.08139
H: 1.16665 -0.48158 4.92362
H: -0.16966 -0.12795 3.78192
O: -2.72702 2.25047 3.79055
C: -3.97141 2.48060 4.03187
O: -4.47476 3.67458 4.35270
C: -5.93712 3.51402 4.38318
C: -6.14842 2.19315 3.71219
O: -4.90724 1.56908 3.81135
H: -6.13177 3.52792 5.45557
H: -6.23513 4.32447 3.71800
H: -6.41689 2.21326 2.65596
H: -6.88538 1.56713 4.21527
O: 1.16770 -0.42511 -2.60923
C: 2.33136 0.07356 -2.36473
O: 2.71172 0.49368 -1.22106
C: 3.97899 1.00198 -1.33400
C: 4.39772 0.48972 -2.60324
O: 3.26108 0.17737 -3.28794
H: 4.04548 2.08977 -1.35364
H: 4.58687 0.71129 -0.47722
H: 5.00321 -0.41657 -2.59290
H: 4.82620 1.20710 -3.30314
O: 7.14896 -2.49915 -1.27538
C: 6.71753 -2.06660 -0.25390
O: 7.28555 -1.09112 0.50355
C: 6.40178 -0.61466 1.45179
C: 5.29886 -1.63706 1.62884
O: 5.47147 -2.32605 0.34318
H: 6.83040 -0.38654 2.42768
H: 5.87897 0.22639 0.99637
H: 4.30795 -1.24607 1.39789
H: 5.24978 -2.24356 2.53319


The following is a DFT calculation (the ωB97M-V functional and the def2-TZVPD basis) of one molecule with the formula C19H20N4O4S.

Summary:
LUMO level ... 0.54 eV
Multiplicity ... 1
Gap between HOMO and LUMO ... 0.3305 hartree
Molecular weight ... 400.46 g/mol
Largest force on an atom ... 0.0220 Eh/bohr
HOMO energy ... -8.46 eV
Calculated total energy ... -45009.996 eV

Element x y z (Å)
C: -6.19495 -1.92602 1.05722
S: -5.54590 -0.30896 1.58346
C: -4.82042 0.27483 0.06845
C: -5.25758 1.47791 -0.45856
C: -4.69522 1.98316 -1.61743
C: -3.69669 1.27112 -2.25481
C: -3.24418 0.07053 -1.73194
C: -3.78904 -0.43417 -0.55879
O: -3.39370 -1.59777 0.04696
C: -2.23869 -2.24460 -0.41568
C: -1.01559 -1.39640 -0.28255
C: -0.70531 -0.35932 0.54770
C: 0.61076 0.00180 0.15286
C: 1.39663 1.08620 0.79205
O: 0.92524 1.72206 1.72089
N: 2.64039 1.32146 0.33282
C: 3.44286 2.36401 0.95522
C: 4.84841 2.11730 0.42219
C: 4.57668 1.56048 -0.97276
C: 3.33439 0.67762 -0.76192
C: 3.71684 -0.73706 -0.45844
N: 4.13092 -1.53736 -1.40248
O: 4.41379 -2.71120 -0.83052
N: 4.18599 -2.67281 0.48625
C: 3.75737 -1.47459 0.77482
C: 3.42283 -1.07453 2.15975
N: 1.01991 -0.77181 -0.82433
O: 0.02170 -1.63447 -1.10360
H: -5.37355 -2.59274 0.81993
H: -6.76301 -2.30884 1.89859
H: -6.84460 -1.78538 0.19871
H: -6.04053 2.01236 0.05643
H: -5.03885 2.92301 -2.02027
H: -3.25437 1.64794 -3.16457
H: -2.45583 -0.45714 -2.24571
H: -2.34206 -2.57794 -1.45801
H: -2.14181 -3.13300 0.21958
H: -1.29452 0.09538 1.31445
H: 3.35709 2.29660 2.04167
H: 3.06497 3.34620 0.65016
H: 5.44593 3.02557 0.40178
H: 5.36630 1.37458 1.03052
H: 5.40839 0.99181 -1.38208
H: 4.33470 2.37147 -1.65936
H: 2.70877 0.64994 -1.65934
H: 3.63803 -1.90438 2.82734
H: 4.00851 -0.20863 2.46151
H: 2.36903 -0.81422 2.24184